ORCA calculation (ωB97M-V/def2-TZVPD) on a 2-piece molecular cluster, C7H21N4 overall at a distorted geometry.

Geometry (Å):
C: -0.098 0.795 0.151
C: 1.011 -1.982 -0.916
C: 3.352 -1.520 -1.062
C: -3.620 -0.498 -0.492
C: -3.250 1.809 -1.058
C: 0.809 0.407 1.236
C: 2.086 -0.051 0.479
N: 3.175 0.565 0.844
N: 2.097 -1.249 -0.340
N: -3.226 0.819 -0.095
N: 1.119 1.457 2.125
H: -1.116 0.946 0.578
H: -0.248 0.025 -0.754
H: 0.172 1.797 -0.261
H: 0.545 -1.422 -1.831
H: 1.422 -2.920 -1.217
H: 0.156 -2.143 -0.137
H: 3.670 -0.521 -1.429
H: 3.998 -2.077 -0.345
H: 3.086 -2.192 -1.926
H: -4.623 -0.784 -0.060
H: -3.409 -0.701 -1.529
H: -2.906 -1.218 0.040
H: -4.193 2.026 -1.509
H: -2.954 2.746 -0.697
H: -2.468 1.484 -1.794
H: 0.341 -0.419 1.703
H: 4.074 0.111 0.653
H: 3.151 1.203 1.588
H: -3.756 1.130 0.745
H: 1.333 1.072 3.062
H: 0.349 2.087 2.151

Its total charge is +1. The frontier orbital gap is 7.979 eV. As for the HOMO energy: -11.1 eV. For the molar mass, the calculation gives 161.27 Da.

---

ORCA calculation (ωB97M-V/def2-TZVPD) on C3H5N3 in the gas phase at a distorted geometry.

Geometry (Å):
C: -1.433 -0.279 0.874
N: -0.267 -0.658 0.157
C: 0.634 0.097 -0.372
N: 1.198 -0.596 -1.385
C: 1.019 1.449 -0.015
N: 1.355 2.513 0.293
H: -1.302 0.659 1.415
H: -2.272 -0.178 0.170
H: -1.682 -1.082 1.572
H: 0.520 -1.426 -1.033
H: 2.169 -0.448 -1.663

Its SMILES is C/N=C(/N)C#N. The frontier orbital gap is 9.765 eV. As for the HOMO energy: -9.4 eV. For the molar mass, the calculation gives 83.09 Da.

---

ORCA calculation (ωB97M-V/def2-TZVPD) on C18H27N7Se3TeV as an isolated structure at a distorted geometry.

Geometry (Å):
V: -0.139 -0.614 0.252
C: -0.570 -3.687 -2.729
C: -0.150 -2.733 -1.658
N: -0.904 -1.742 -1.229
C: -2.262 -1.473 -1.671
C: -3.046 -0.969 -0.454
N: -2.322 0.050 0.334
C: -2.500 1.449 -0.083
C: -1.406 1.855 -1.052
N: -0.107 1.422 -0.518
C: 0.548 2.369 0.429
C: 1.193 1.660 1.641
N: 1.384 0.269 1.277
C: 2.419 -0.446 1.492
C: 3.572 -0.072 2.364
C: 2.419 -1.731 0.709
C: 3.380 -2.704 0.672
C: 3.207 -3.774 -0.239
C: 2.106 -3.838 -1.060
C: 1.127 -2.830 -0.980
N: 1.332 -1.820 -0.095
H: -0.930 -3.153 -3.610
H: -1.383 -4.332 -2.387
H: 0.252 -4.327 -3.039
H: -2.756 -2.362 -2.078
H: -2.243 -0.720 -2.467
H: -3.196 -1.813 0.222
H: -4.027 -0.595 -0.768
H: -2.623 -0.029 1.305
H: -2.416 2.054 0.826
H: -3.491 1.623 -0.516
H: -1.421 2.938 -1.217
H: -1.529 1.373 -2.024
H: 0.545 1.254 -1.286
H: -0.211 3.052 0.815
H: 1.295 2.942 -0.126
H: 0.497 1.711 2.488
H: 2.125 2.151 1.924
H: 3.276 0.673 3.098
H: 4.409 0.316 1.778
H: 3.930 -0.951 2.901
H: 4.245 -2.663 1.318
H: 3.952 -4.556 -0.284
H: 1.986 -4.668 -1.743
Se: -1.712 3.167 3.183
Se: -2.662 1.068 3.614
Te: -0.800 -0.565 4.132
Se: -0.845 -2.090 2.121
N: 3.135 -0.363 -4.135
C: 4.055 -0.112 -3.150
C: 3.326 0.270 -2.067
N: 1.986 0.257 -2.366
C: 1.909 -0.126 -3.614
H: 3.332 -0.669 -5.072
H: 5.111 -0.228 -3.307
H: 3.683 0.543 -1.089
H: 1.005 -0.259 -4.181

The expectation value of S² is 3.79. Its multiplicity is 4. The frontier orbital gap (alpha / beta) is 5.329 / 4.863 eV. As for the HOMO energy (alpha / beta): -5.7 / -5.7 eV. For the molar mass, the calculation gives 756.89 Da.

---

ORCA calculation (ωB97M-V/def2-TZVPD) on C39H31AsN6PtS2Se as an isolated structure at a distorted geometry.

Geometry (Å):
Pt: -0.360 -0.983 -0.170
N: 6.800 -2.063 -0.159
C: 8.081 -1.573 -0.174
C: 9.330 -2.181 -0.152
C: 10.425 -1.340 -0.166
C: 10.290 0.059 -0.208
C: 9.055 0.664 -0.237
C: 7.928 -0.167 -0.218
N: 6.603 0.155 -0.228
C: 5.954 -0.985 -0.190
C: 4.507 -1.040 -0.167
C: 3.791 0.163 -0.207
C: 2.421 0.144 -0.181
N: 1.703 -0.996 -0.115
C: 2.385 -2.152 -0.067
C: 3.760 -2.218 -0.094
H: 6.547 -3.035 -0.139
H: 9.444 -3.256 -0.124
H: 11.416 -1.772 -0.140
H: 11.183 0.668 -0.214
H: 8.937 1.738 -0.269
H: 4.340 1.091 -0.257
H: 1.870 1.070 -0.212
H: 1.813 -3.064 -0.002
H: 4.233 -3.189 -0.054
C: 0.660 6.167 0.170
C: 0.899 5.271 1.203
C: 0.525 3.944 1.070
C: -0.096 3.523 -0.101
C: -0.318 4.407 -1.146
C: 0.055 5.736 -1.001
As: -0.793 1.682 -0.186
C: -2.291 1.957 1.010
C: -2.293 1.837 2.387
C: -3.475 2.042 3.087
C: -4.636 2.379 2.405
C: -4.632 2.516 1.024
C: -3.459 2.295 0.311
C: -3.322 2.298 -1.153
C: -4.327 2.579 -2.074
C: -4.080 2.452 -3.434
C: -2.833 2.044 -3.893
C: -1.811 1.786 -2.987
C: -2.057 1.916 -1.629
H: 0.947 7.204 0.277
H: 1.373 5.609 2.114
H: 0.700 3.246 1.880
H: -0.788 4.081 -2.063
H: -0.132 6.432 -1.807
H: -1.380 1.582 2.914
H: -3.493 1.925 4.162
H: -5.553 2.540 2.956
H: -5.542 2.790 0.505
H: -5.303 2.899 -1.731
H: -4.863 2.685 -4.143
H: -2.652 1.949 -4.955
H: -0.825 1.502 -3.338
S: -0.445 -3.431 -0.650
C: -2.000 -4.108 -0.609
N: -2.727 -4.320 -1.690
C: -3.902 -5.180 -1.571
C: -4.210 -5.327 -0.077
S: -2.741 -4.716 0.821
H: -2.304 -4.183 -2.600
H: -3.692 -6.153 -2.017
H: -4.739 -4.722 -2.098
H: -4.372 -6.363 0.204
H: -5.063 -4.728 0.235
Se: -3.587 -1.052 -1.482
N: -2.441 -1.059 -0.114
C: -3.099 -1.441 0.992
C: -2.532 -1.612 2.274
C: -3.336 -2.073 3.275
C: -4.713 -2.352 3.057
C: -5.298 -2.175 1.840
C: -4.491 -1.721 0.767
N: -4.906 -1.577 -0.493
H: -1.484 -1.388 2.424
H: -2.927 -2.229 4.264
H: -5.308 -2.712 3.886
H: -6.345 -2.388 1.671

Its total charge is +2. The frontier orbital gap is 5.310 eV. As for the HOMO energy: -12.1 eV. For the molar mass, the calculation gives 996.81 Da.

---

ORCA calculation (ωB97M-V/def2-TZVPD) on C34H16F6IrN9O4S2 as an isolated structure at a distorted geometry.

Geometry (Å):
Ir: 0.989 0.155 -0.824
C: 6.310 2.297 2.527
C: 6.516 0.897 2.656
C: 5.702 -0.051 2.050
C: 4.593 0.370 1.299
C: 3.413 -0.333 0.801
N: 2.564 0.629 0.290
C: 3.084 1.871 0.491
N: 2.522 3.005 0.101
C: 1.438 3.111 -0.612
C: 0.739 4.377 -0.796
C: 0.999 5.685 -0.407
C: 0.064 6.696 -0.690
C: -1.028 6.371 -1.492
C: -1.297 5.090 -1.942
C: -0.426 4.075 -1.608
C: -0.411 2.648 -1.798
N: -1.413 1.985 -2.269
C: -1.557 0.672 -2.296
N: -0.791 -0.241 -1.624
C: -1.247 -1.498 -1.951
N: -0.863 -2.649 -1.449
C: 0.246 -2.736 -0.731
N: 1.167 -1.713 -0.389
C: 2.164 -2.260 0.435
N: 3.200 -1.620 0.930
C: 1.881 -3.646 0.641
C: 2.663 -4.665 1.165
C: 2.179 -5.970 1.118
C: 0.935 -6.266 0.546
C: 0.251 -5.270 -0.096
C: 0.696 -3.954 -0.068
C: -2.269 -1.404 -2.969
C: -2.750 -2.297 -3.946
C: -3.535 -1.810 -4.992
C: -3.748 -0.426 -5.124
C: -3.283 0.473 -4.202
C: -2.474 -0.028 -3.183
N: 0.707 2.101 -1.180
C: 4.343 1.750 1.141
C: 5.200 2.710 1.763
H: 6.985 3.043 2.970
H: 7.403 0.521 3.172
H: 5.862 -1.138 2.121
H: 1.931 5.916 0.110
H: 0.235 7.695 -0.405
H: -1.672 7.159 -1.832
H: -2.148 4.964 -2.561
H: 3.638 -4.480 1.645
H: 2.750 -6.794 1.584
H: 0.504 -7.283 0.534
H: -0.725 -5.472 -0.533
H: -2.514 -3.391 -3.915
H: -4.011 -2.473 -5.702
H: -4.348 -0.068 -5.958
H: -3.545 1.512 -4.229
H: 4.923 3.772 1.666
F: -2.212 0.015 4.985
C: -2.317 -1.335 4.855
F: -1.341 -1.954 5.563
F: -3.493 -1.749 5.328
S: -2.269 -1.748 2.992
O: -0.868 -1.701 2.633
O: -2.869 -3.014 2.816
N: -2.966 -0.399 2.393
S: -3.729 -0.165 0.972
O: -3.866 -1.245 0.009
O: -3.464 1.164 0.497
C: -5.501 0.112 1.610
F: -5.536 1.107 2.523
F: -6.484 0.414 0.661
F: -5.824 -1.116 2.184

The expectation value of S² is 8.82. Its total charge is +1. Its multiplicity is 6. The frontier orbital gap (alpha / beta) is 4.286 / 4.039 eV. As for the HOMO energy (alpha / beta): -8.7 / -11.8 eV. For the molar mass, the calculation gives 984.90 Da.

---

ORCA calculation (ωB97M-V/def2-TZVPD) on a 2-piece molecular cluster, C3H10N2O2 overall at a distorted geometry.

Geometry (Å):
C: -1.842 -0.783 0.611
N: -0.415 -0.488 0.538
C: 0.363 -1.576 1.133
N: -0.052 0.822 1.219
O: -0.536 1.776 0.686
H: -2.163 -1.005 1.635
H: -2.432 0.076 0.269
H: -2.109 -1.635 -0.023
H: 0.153 -1.712 2.200
H: 0.180 -2.521 0.610
H: 1.428 -1.367 1.003
C: 1.360 1.688 -1.868
O: 1.516 0.591 -1.010
H: 2.330 1.986 -2.278
H: 0.960 2.555 -1.320
H: 0.697 1.445 -2.707
H: 0.563 0.148 -0.697

Its SMILES is CN(C)N=O.CO. The frontier orbital gap is 9.150 eV. As for the HOMO energy: -9.4 eV. For the molar mass, the calculation gives 106.12 Da.

---

ORCA calculation (ωB97M-V/def2-TZVPD) on C31H45CeCl2N2OP as an isolated structure at a distorted geometry.

Geometry (Å):
P: -0.704 -1.130 0.005
C: 0.226 -2.590 0.588
C: -0.597 -3.868 0.692
C: 0.254 -4.974 1.338
C: 1.565 -5.204 0.580
C: 2.359 -3.902 0.440
C: 1.506 -2.810 -0.222
C: -0.992 -1.078 -1.785
C: -1.642 -2.355 -2.290
C: -2.052 -2.180 -3.764
C: -0.858 -1.770 -4.632
C: -0.184 -0.505 -4.088
C: 0.231 -0.684 -2.623
C: -2.377 -1.214 0.793
C: -2.278 -1.256 2.324
C: -3.663 -1.485 2.948
C: -4.667 -0.426 2.481
C: -4.739 -0.364 0.953
C: -3.355 -0.125 0.332
H: 0.537 -2.294 1.613
H: -0.920 -4.190 -0.310
H: -1.505 -3.716 1.288
H: -0.327 -5.902 1.391
H: 0.483 -4.678 2.372
H: 2.167 -5.965 1.088
H: 1.338 -5.594 -0.422
H: 2.671 -3.551 1.434
H: 3.269 -4.067 -0.147
H: 2.081 -1.879 -0.317
H: 1.237 -3.132 -1.240
H: -1.704 -0.240 -1.883
H: -2.827 -1.404 -3.824
H: -2.521 -2.625 -1.687
H: -0.929 -3.190 -2.213
H: -2.497 -3.109 -4.137
H: -1.179 -1.615 -5.668
H: -0.126 -2.589 -4.645
H: 0.693 -0.243 -4.693
H: -0.885 0.341 -4.153
H: 0.662 0.249 -2.239
H: 1.013 -1.453 -2.552
H: -2.741 -2.183 0.425
H: -1.573 -2.031 2.657
H: -1.863 -0.301 2.691
H: -4.025 -2.481 2.658
H: -3.577 -1.481 4.040
H: -4.357 0.556 2.862
H: -5.657 -0.631 2.901
H: -5.425 0.427 0.633
H: -5.139 -1.312 0.570
H: -3.441 -0.112 -0.763
H: -2.975 0.869 0.621
Ce: 0.267 1.088 1.013
Cl: -0.947 2.212 -0.878
Cl: 1.145 -0.266 2.913
C: 2.140 0.640 0.074
H: 2.641 -0.110 0.680
C: 2.819 1.218 -0.998
C: 2.247 2.077 -1.982
C: 3.039 2.540 -3.015
C: 4.390 2.187 -3.089
C: 4.945 1.349 -2.111
C: 4.173 0.867 -1.081
H: 1.189 2.339 -1.910
H: 2.601 3.187 -3.772
H: 5.995 1.071 -2.163
H: 4.573 0.214 -0.315
H: 5.010 2.560 -3.901
N: 2.108 7.966 3.110
C: 1.018 7.175 3.337
O: 0.123 7.566 4.076
C: 0.903 5.814 2.695
C: 1.860 5.281 1.825
C: 1.698 4.000 1.305
N: 0.613 3.258 1.635
C: -0.347 3.753 2.469
C: -0.220 5.024 3.006
H: 2.144 8.862 3.568
H: 2.885 7.700 2.518
H: 2.753 5.824 1.539
H: 2.449 3.566 0.642
H: -1.204 3.111 2.714
H: -1.001 5.372 3.680

The expectation value of S² is 0.76. Its total charge is -1. Its multiplicity is 2. The frontier orbital gap (alpha / beta) is 4.462 / 5.728 eV. As for the HOMO energy (alpha / beta): -2.1 / -3.4 eV. For the molar mass, the calculation gives 703.71 Da.

---

ORCA calculation (ωB97M-V/def2-TZVPD) on C3H7FS2 in the gas phase at a distorted geometry.

Geometry (Å):
F: -0.007 0.842 1.544
C: -0.074 0.828 0.151
C: 1.244 0.219 -0.396
S: 1.647 -1.391 0.375
C: -1.355 0.247 -0.330
S: -1.874 -1.322 0.435
H: -0.048 1.871 -0.241
H: 1.228 0.003 -1.453
H: 2.048 0.887 -0.153
H: 1.271 -1.154 1.639
H: -2.160 0.948 -0.255
H: -1.191 0.036 -1.375
H: -0.730 -2.014 0.060

Its SMILES is FC(CS)CS. The frontier orbital gap is 9.628 eV. As for the HOMO energy: -8.9 eV. For the molar mass, the calculation gives 126.22 Da.

---

ORCA calculation (ωB97M-V/def2-TZVPD) on a 4-piece molecular cluster, C52H35BrFNO10PS overall at a distorted geometry.

Geometry (Å):
C: 4.995 3.057 -1.908
C: 4.253 2.152 -2.143
C: 3.431 0.952 -2.432
S: 3.194 -0.015 -0.927
C: 4.155 0.324 -3.641
P: 5.989 -0.035 -3.602
O: 6.026 -1.642 -3.983
Br: 6.715 0.005 -1.466
C: 3.870 1.413 -4.720
O: 4.443 1.426 -5.782
N: 2.908 2.257 -4.249
C: 2.167 1.524 -3.150
C: 1.346 2.610 -2.425
C: -0.031 2.226 -1.879
C: -0.062 1.025 -0.967
F: -0.986 2.127 -2.871
C: 1.334 0.511 -3.989
O: 1.421 -0.706 -3.680
O: 0.638 1.010 -4.913
H: 5.789 3.751 -1.994
H: 3.551 0.916 -0.032
H: 3.725 -0.594 -4.036
H: 5.641 -2.127 -3.237
H: 2.294 2.650 -4.950
H: 1.890 3.050 -1.590
H: 1.185 3.411 -3.140
H: -0.340 3.079 -1.264
H: 0.674 1.158 -0.185
H: 0.043 0.089 -1.506
H: -1.044 1.019 -0.493
C: 9.312 -6.134 -3.938
C: 10.364 -6.847 -3.371
C: 10.407 -7.055 -2.003
C: 9.403 -6.541 -1.193
C: 8.359 -5.807 -1.760
C: 8.312 -5.614 -3.134
C: 7.296 -5.206 -0.906
O: 6.387 -4.575 -1.396
C: 7.385 -5.396 0.569
C: 6.436 -4.796 1.387
C: 6.497 -4.973 2.758
C: 7.501 -5.757 3.318
C: 8.452 -6.352 2.508
C: 8.404 -6.167 1.132
C: 9.454 -6.787 0.276
O: 10.332 -7.469 0.763
H: 9.277 -5.979 -5.008
H: 11.151 -7.242 -4.001
H: 11.220 -7.613 -1.561
H: 7.496 -5.054 -3.571
H: 5.656 -4.190 0.948
H: 5.760 -4.501 3.394
H: 7.542 -5.899 4.390
H: 9.236 -6.958 2.940
C: -0.584 4.380 4.770
C: -0.973 5.528 5.452
C: -2.136 6.189 5.094
C: -2.909 5.712 4.044
C: -2.506 4.572 3.345
C: -1.348 3.903 3.719
C: -3.296 4.069 2.186
O: -2.960 3.073 1.584
C: -4.515 4.823 1.784
C: -5.225 4.402 0.669
C: -6.368 5.079 0.284
C: -6.811 6.175 1.018
C: -6.101 6.603 2.128
C: -4.945 5.935 2.510
C: -4.169 6.425 3.683
O: -4.546 7.384 4.326
H: 0.320 3.860 5.056
H: -0.368 5.905 6.266
H: -2.444 7.078 5.626
H: -1.046 3.014 3.182
H: -4.882 3.550 0.100
H: -6.917 4.752 -0.589
H: -7.709 6.698 0.720
H: -6.439 7.458 2.697
C: -10.444 0.777 3.117
C: -10.686 -0.567 3.383
C: -9.953 -1.546 2.736
C: -8.981 -1.188 1.811
C: -8.754 0.160 1.528
C: -9.482 1.140 2.191
C: -7.750 0.566 0.504
O: -7.550 1.737 0.261
C: -7.003 -0.501 -0.214
C: -6.098 -0.146 -1.207
C: -5.382 -1.126 -1.874
C: -5.563 -2.465 -1.548
C: -6.468 -2.827 -0.563
C: -7.197 -1.849 0.102
C: -8.186 -2.255 1.136
O: -8.350 -3.422 1.425
H: -11.013 1.541 3.630
H: -11.447 -0.849 4.099
H: -10.133 -2.592 2.945
H: -9.294 2.183 1.978
H: -5.955 0.895 -1.456
H: -4.680 -0.847 -2.648
H: -4.998 -3.228 -2.065
H: -6.612 -3.868 -0.310

Its total charge is -1. The frontier orbital gap is 5.503 eV. As for the HOMO energy: -5.2 eV. For the molar mass, the calculation gives 995.79 Da.

---

ORCA calculation (ωB97M-V/def2-TZVPD) on a 2-piece molecular cluster, CH2Cl3ISi overall at a distorted geometry.

Geometry (Å):
C: 0.264 -0.972 0.458
Si: -0.557 0.722 -0.045
Cl: 0.539 2.319 0.392
Cl: -2.401 0.847 0.803
Cl: -0.932 0.734 -2.144
I: -0.190 -2.735 -0.397
H: 2.215 0.022 -0.222
H: 1.061 -0.937 1.155

The frontier orbital gap (alpha / beta) is 7.869 / 8.771 eV. As for the HOMO energy (alpha / beta): -8.9 / -10.1 eV. For the molar mass, the calculation gives 275.38 Da.